[1]
89
Properties=species:S:1:pos:R:3 method="wB97M-V/def2-TZVPD" homo_energy_ha=-0.390 largest_force_ev_per_a=6.6 gap_ev=10.47 e_tot_ev=-515328.214
O 0.0621 -0.0180 -4.2512
S -0.9618 -1.0105 -3.6396
O -2.2495 -0.8170 -4.5036
O -1.0289 -0.5031 -2.0100
C -0.0250 -1.3096 -1.2768
C 0.1522 -2.7844 -1.9706
C 1.6827 -3.3606 -1.8413
C 1.9870 -4.7103 -2.7203
C 2.9190 -4.4723 -4.0540
F 4.2102 -3.8669 -3.5566
F 3.3124 -5.8532 -4.5248
C 2.1988 -3.5718 -5.2331
F 2.0960 -2.1598 -4.7648
F 0.8449 -4.1968 -5.4736
C 3.0131 -3.6153 -6.6787
F 2.7250 -4.9750 -7.2677
F 4.4931 -3.4082 -6.4671
C 2.4317 -2.5321 -7.7877
F 3.0996 -2.7827 -9.1193
F 0.9687 -2.7681 -8.0454
F 2.7128 -1.1157 -7.4578
O -0.4685 -2.6208 -3.2947
H 1.0167 -0.7900 -1.4088
H -0.5022 -1.3472 -0.1960
H -0.5956 -3.4468 -1.3369
H 2.5220 -2.5539 -2.0455
H 1.8216 -3.6726 -0.6974
H 0.9906 -5.3203 -2.9588
H 2.6154 -5.4342 -2.0090
C -1.3035 1.3114 1.6448
Cl -1.4070 2.1696 0.0981
Cl -2.0700 -0.2816 1.5249
Cl 0.3855 1.1521 2.1560
H -1.8380 1.8949 2.3988
C -6.0330 -1.0601 2.8990
Cl -4.8995 -0.3370 4.0530
Cl -6.0216 -0.1634 1.3708
Cl -5.6367 -2.7649 2.6229
H -7.0388 -1.0047 3.3234
C 3.0773 2.0270 -4.1408
Cl 2.7322 0.9566 -2.7716
Cl 2.3392 3.6179 -3.8882
Cl 4.8256 2.1837 -4.3826
H 2.6433 1.5851 -5.0414
C 3.4618 -0.7398 4.4484
Cl 4.8205 -1.5820 3.6842
Cl 3.0238 0.7046 3.5203
Cl 2.0687 -1.8231 4.6076
H 3.7700 -0.4259 5.4490
C 1.0553 3.6968 5.7361
Cl 2.0554 2.9005 6.9630
Cl 2.0370 4.1527 4.3333
Cl -0.2817 2.6433 5.2438
H 0.6344 4.6063 6.1722
C -7.4249 -1.2307 7.3931
Cl -5.6952 -1.0083 7.7064
Cl -8.3782 -0.0363 8.2898
Cl -7.7621 -1.1194 5.6572
H -7.7116 -2.2281 7.7363
C -3.2906 5.8832 5.2359
Cl -3.3942 6.7414 3.6892
Cl -4.0571 4.2902 5.1160
Cl -1.6016 5.7239 5.7471
H -3.8251 6.4667 5.9899
C 1.4988 -6.5109 -10.1182
Cl 0.3002 -7.6905 -9.5603
Cl 2.9235 -7.3346 -10.7749
Cl 0.7906 -5.4306 -11.3311
H 1.8133 -5.9084 -9.2622
C 1.8464 7.0457 1.1009
Cl 3.1241 7.4076 2.2739
Cl 2.0102 5.3891 0.4939
Cl 0.2484 7.2867 1.8276
H 1.9484 7.7332 0.2574
C -2.7681 -0.5434 10.8131
Cl -1.4094 -1.3855 10.0489
Cl -3.2061 0.9010 9.8850
Cl -4.1612 -1.6267 10.9723
H -2.4599 -0.2294 11.8137
C 8.8474 2.3348 -5.0459
Cl 7.8541 3.6807 -4.4617
Cl 10.5144 2.4949 -4.4672
Cl 8.1576 0.7849 -4.5346
H 8.8579 2.3634 -6.1385
C -7.7229 5.0778 3.6378
Cl -7.1353 6.2719 4.8076
Cl -7.0762 5.4179 2.0236
Cl -7.2870 3.4385 4.1499
H -8.8129 5.1465 3.5936

[2]
49
Properties=species:S:1:pos:R:3 method="wB97M-V/def2-TZVPD" smiles="Cc1ccc(S(=O)(=O)N(C)C)cc1NC(=O)c1c(-c2c(F)cccc2Cl)noc1C" homo_energy_ha=-0.333 largest_force_ev_per_a=1.4 gap_ev=9.46 e_tot_ev=-59783.085
C 0.4986 -2.1125 2.4852
C -0.5736 -1.3790 1.7515
C -1.8964 -1.4730 2.1781
C -2.9116 -0.7548 1.5749
C -2.5968 0.0879 0.5266
S -3.8883 1.0590 -0.2360
O -3.3097 1.8639 -1.2789
O -4.6418 1.7243 0.7854
N -4.8635 -0.1658 -0.8727
C -6.2278 0.2538 -1.1088
C -4.2307 -0.7983 -2.0060
C -1.3040 0.1947 0.0657
C -0.2877 -0.5534 0.6559
N 1.0123 -0.3910 0.1498
C 1.8831 -1.3873 -0.1943
O 1.6272 -2.5711 -0.1045
C 3.1716 -0.8924 -0.7095
C 3.7597 0.4109 -0.6630
C 3.2369 1.6317 -0.0375
C 2.9079 2.7454 -0.8072
F 3.0326 2.6647 -2.1413
C 2.4193 3.9110 -0.2471
C 2.2613 3.9770 1.1262
C 2.5847 2.8935 1.9252
C 3.0706 1.7339 1.3445
Cl 3.4911 0.3891 2.3392
N 4.9183 0.4076 -1.2646
O 5.1411 -0.8460 -1.7153
C 4.1150 -1.6357 -1.3897
C 4.1430 -3.0592 -1.7840
H 0.1265 -2.4883 3.4341
H 0.8570 -2.9504 1.8870
H 1.3502 -1.4589 2.6669
H -2.1243 -2.1144 3.0164
H -3.9333 -0.8165 1.9108
H -6.5382 0.8416 -0.2486
H -6.3210 0.8642 -2.0143
H -6.8618 -0.6285 -1.2000
H -4.8157 -1.6681 -2.3022
H -3.2361 -1.1216 -1.7043
H -4.1387 -0.1121 -2.8557
H -1.1012 0.8651 -0.7563
H 1.2022 0.5286 -0.2247
H 2.1729 4.7428 -0.8866
H 1.8834 4.8798 1.5787
H 2.4667 2.9437 2.9954
H 4.2377 -3.1455 -2.8653
H 3.2286 -3.5387 -1.4470
H 5.0024 -3.5515 -1.3318

[3]
45
Properties=species:S:1:pos:R:3 method="wB97M-V/def2-TZVPD" smiles="O=C(CSc1c2c(nc3ccc(Cl)cc13)CCCC2)NCc1ccco1" homo_energy_ha=-0.316 largest_force_ev_per_a=1.0 gap_ev=8.50 e_tot_ev=-51482.262
O 2.9550 0.8145 0.7836
C 2.2100 1.5886 0.2231
C 2.4681 2.1144 -1.1735
S 2.1440 0.7958 -2.4081
C 0.7545 -0.0182 -1.6120
C 0.9437 -1.2234 -0.9771
C -0.1854 -1.8031 -0.3355
N -1.3751 -1.2641 -0.3580
C -1.5755 -0.0998 -0.9946
C -2.8708 0.4570 -1.0046
C -3.1097 1.6557 -1.6138
C -2.0592 2.3289 -2.2574
Cl -2.3895 3.8433 -3.0293
C -0.7924 1.8129 -2.2921
C -0.5202 0.5908 -1.6505
C -0.0648 -3.0973 0.4116
C 1.3732 -3.4047 0.8066
C 2.2574 -3.3059 -0.4293
C 2.2972 -1.8619 -0.9132
N 1.0774 2.0609 0.7880
C 0.6741 1.6874 2.1314
C -0.7123 1.1375 2.1726
C -1.9260 1.7426 2.0161
C -2.8972 0.7262 2.1777
C -2.2013 -0.4172 2.4155
O -0.8823 -0.1782 2.4140
H 3.5255 2.3469 -1.2909
H 1.8605 2.9880 -1.4079
H -3.6582 -0.0936 -0.5165
H -4.0967 2.0908 -1.6187
H -0.0061 2.3202 -2.8300
H -0.7180 -3.0506 1.2837
H -0.4473 -3.8934 -0.2353
H 1.4300 -4.4030 1.2438
H 1.7129 -2.6854 1.5543
H 3.2719 -3.6383 -0.2049
H 1.8574 -3.9525 -1.2143
H 2.7725 -1.8010 -1.8947
H 2.9051 -1.2637 -0.2252
H 0.4566 2.6646 0.2722
H 1.3822 0.9271 2.4702
H 0.7457 2.5664 2.7839
H -2.1068 2.7795 1.8172
H -3.9602 0.8397 2.1292
H -2.5199 -1.4242 2.5928

[4]
50
Properties=species:S:1:pos:R:3 method="wB97M-V/def2-TZVPD" homo_energy_ha="-0.561 / -0.561" largest_force_ev_per_a=1.4 spin_multiplicity=2 gap_ev="6.74 / 5.20" e_tot_ev=-51070.253 charge=+2
Ir 1.2495 -0.2095 1.3587
O -5.2292 -4.4318 -0.5898
C -4.8605 -3.2799 -0.0269
O -5.6547 -2.5557 0.4928
C -3.3983 -2.8764 -0.0940
C -2.4365 -3.4915 -0.8895
C -1.1315 -3.0321 -0.9061
C -0.7836 -1.9395 -0.1163
C -1.7320 -1.3299 0.6998
C -3.0336 -1.7938 0.6971
N 0.5489 -1.4083 -0.1201
C 1.4360 -1.6952 -1.0016
C 2.7022 -1.0044 -0.9415
C 3.7346 -1.1730 -1.8434
C 4.8664 -0.3751 -1.7179
C 4.9257 0.5668 -0.7072
C 3.8638 0.6855 0.1780
N 2.7921 -0.0981 0.0611
H -4.4904 -4.9582 -0.9132
H -2.6792 -4.3314 -1.5277
H -0.4172 -3.5525 -1.5281
H -1.4832 -0.4907 1.3349
H -3.7936 -1.3282 1.3096
H 1.2294 -2.3992 -1.7973
H 3.6510 -1.9120 -2.6286
H 5.6904 -0.4878 -2.4094
H 5.7839 1.2130 -0.5897
H 3.8644 1.3897 0.9993
F 2.7643 -0.8164 5.6758
C 1.6037 -1.2157 5.1968
F 1.5153 -2.5359 5.2455
F 0.6102 -0.6687 5.8819
C 1.4594 -0.7632 3.7249
O 0.4609 -1.1529 3.0330
O 2.2923 0.0133 3.1654
C 0.3089 4.7672 -1.3907
Si -1.0172 3.4755 -1.2086
C -1.6089 2.7974 -2.8311
C -2.3717 3.9223 -0.0316
C -0.0984 2.0199 -0.3315
C 0.4565 1.1181 0.3246
H -0.1542 5.6343 -1.8705
H 1.1369 4.4466 -2.0220
H 0.7013 5.1014 -0.4299
H -2.1426 3.5926 -3.3581
H -2.3109 1.9728 -2.7001
H -0.7929 2.4680 -3.4743
H -2.9398 4.7594 -0.4482
H -2.0011 4.2494 0.9405
H -3.0869 3.1139 0.1255

[5]
51
Properties=species:S:1:pos:R:3 method="wB97M-V/def2-TZVPD" smiles="O=C1CC(=O)Nc2cc(S(=O)(=O)N3CCN(c4cccc(C(F)(F)F)c4)CC3)ccc2N1" homo_energy_ha=-0.304 largest_force_ev_per_a=1.0 gap_ev=8.26 e_tot_ev=-54187.906
O 8.2708 -1.1904 0.0577
C 7.1360 -0.8200 0.2164
C 6.5032 -0.5417 1.5618
C 6.2709 0.9470 1.7103
O 6.8751 1.6592 2.4701
N 5.2753 1.4431 0.9134
C 4.4811 0.7856 -0.0205
C 3.1595 1.2047 -0.1718
C 2.3488 0.6470 -1.1342
S 0.6683 1.2462 -1.2648
O 0.0774 0.6862 -2.4481
O 0.6684 2.6681 -1.1029
N 0.0309 0.5815 0.1437
C -0.9846 1.3713 0.8070
C -2.3606 1.2098 0.1509
N -2.7005 -0.1971 0.1260
C -4.0085 -0.6228 0.2215
C -4.2975 -1.9697 0.4904
C -5.5941 -2.4083 0.6501
C -6.6610 -1.5280 0.5614
C -6.3863 -0.1949 0.3033
C -7.4954 0.8076 0.1720
F -8.6902 0.3394 0.5565
F -7.2711 1.9168 0.9035
F -7.6496 1.2341 -1.0981
C -5.0886 0.2600 0.1257
C -1.7230 -0.9656 -0.6201
C -0.3435 -0.8113 0.0255
C 2.8225 -0.3360 -1.9837
C 4.1291 -0.7595 -1.8497
C 4.9727 -0.2197 -0.8753
N 6.2954 -0.6467 -0.8510
H 7.1851 -0.8705 2.3450
H 5.5493 -1.0677 1.6327
H 4.9984 2.3932 1.1316
H 2.7619 1.9942 0.4459
H -0.6648 2.4116 0.7560
H -1.0289 1.0484 1.8517
H -3.0903 1.7566 0.7473
H -2.3210 1.6339 -0.8638
H -3.4918 -2.6791 0.5981
H -5.7807 -3.4505 0.8592
H -7.6759 -1.8655 0.6925
H -4.9375 1.3019 -0.1057
H -2.0045 -2.0162 -0.6496
H -1.6586 -0.5892 -1.6512
H 0.4148 -1.3094 -0.5799
H -0.3447 -1.2432 1.0315
H 2.1714 -0.7341 -2.7446
H 4.5249 -1.5113 -2.5161
H 6.6619 -0.9990 -1.7277

[6]
45
Properties=species:S:1:pos:R:3 method="wB97M-V/def2-TZVPD" smiles="O=C(/C=C/c1ccc2c(c1)OCO2)N1CCN(c2ccccc2F)CC1" homo_energy_ha=-0.259 largest_force_ev_per_a=16.4 gap_ev=6.77 e_tot_ev=-32872.513
O 2.1877 2.3206 -1.7224
C 1.8141 2.0403 -0.7219
C 0.2292 2.2800 -0.5287
C -0.6158 0.9929 -0.1308
C -1.9496 0.8947 -0.0791
C -2.8082 2.1599 -0.2300
C -4.2328 1.9156 -0.2126
C -4.6960 0.7166 0.0567
C -3.9253 -0.5791 0.0458
C -2.5734 -0.4176 -0.0152
O -4.6514 -1.5671 0.0241
C -6.0144 -1.0994 0.5100
O -6.0515 0.3331 0.1611
N 2.5958 1.7546 0.2971
C 3.8908 1.3335 0.0838
C 4.0492 -0.1782 0.6227
N 2.7954 -0.9041 1.0981
C 2.1039 -1.3772 -0.1772
C 2.3432 -1.3781 -1.5372
C 1.4550 -1.7610 -2.4716
C 0.5130 -2.5489 -1.9710
C 0.4082 -3.0385 -0.6513
C 1.0909 -2.3130 0.1967
F 0.8894 -2.6936 1.6823
C 2.3129 0.0097 1.9523
C 1.9551 1.4020 1.5821
H -0.3613 3.1344 -0.7990
H -0.0698 -0.0542 -0.0794
H -2.4853 2.9896 -0.2441
H -4.9784 2.8807 0.1299
H -1.8738 -1.0264 0.0405
H -6.5904 -1.2997 1.2906
H -6.5018 -1.6325 -0.4326
H 4.4786 1.8928 0.5265
H 4.0474 1.3232 -0.9545
H 4.7321 0.0856 1.2248
H 4.7058 -0.6395 -0.2086
H 3.0792 -0.3998 -1.7255
H 1.7238 -1.6734 -3.5432
H -0.1011 -3.2855 -2.6018
H -0.3366 -3.8601 -0.2475
H 2.7947 -0.1481 3.0336
H 1.1860 -0.5170 2.3884
H 2.4847 2.1247 2.5027
H 0.9504 1.8075 1.8354

[7]
45
Properties=species:S:1:pos:R:3 method="wB97M-V/def2-TZVPD" smiles="COCCNC(=O)Cn1cc(C(=O)c2ccccc2F)c2ccccc21" homo_energy_ha=-0.308 largest_force_ev_per_a=0.8 gap_ev=8.89 e_tot_ev=-32888.869
C -0.6975 2.1691 1.3182
O 0.6277 1.7016 1.4442
C 1.1814 1.8216 2.7272
C 0.6298 0.7810 3.7208
N 0.6604 -0.5279 3.1097
C -0.4678 -1.1198 2.6675
O -1.5864 -0.7992 3.0017
C -0.2013 -2.2486 1.6545
N 0.3261 -1.6566 0.4543
C -0.4272 -1.0116 -0.4677
C 0.3743 -0.3693 -1.3862
C -0.0566 0.4317 -2.5165
O 0.6899 1.0569 -3.2402
C -1.5445 0.4154 -2.7469
C -2.1790 -0.7407 -3.1872
C -3.5387 -0.7479 -3.4428
C -4.2897 0.4007 -3.2534
C -3.6816 1.5604 -2.8073
C -2.3194 1.5532 -2.5679
F -1.7428 2.6830 -2.1095
C 1.7285 -0.6187 -0.9778
C 2.9665 -0.2350 -1.4827
C 4.1001 -0.6603 -0.8243
C 4.0206 -1.4656 0.3131
C 2.8039 -1.8616 0.8307
C 1.6557 -1.4255 0.1795
H -0.9036 2.1994 0.2512
H -1.4157 1.5056 1.8114
H -0.7977 3.1781 1.7328
H 2.2542 1.6568 2.5860
H 1.0261 2.8310 3.1343
H -0.4106 0.9908 3.9768
H 1.2337 0.7875 4.6320
H 1.5338 -0.7711 2.6619
H 0.5086 -2.9739 2.0571
H -1.1482 -2.7482 1.4367
H -1.4992 -1.0434 -0.4095
H -1.5905 -1.6336 -3.3392
H -4.0141 -1.6524 -3.7907
H -5.3507 0.3950 -3.4511
H -4.2424 2.4675 -2.6462
H 3.0186 0.3837 -2.3637
H 5.0735 -0.3717 -1.1916
H 4.9306 -1.7865 0.7986
H 2.7614 -2.5009 1.7025

[8]
42
Properties=species:S:1:pos:R:3 method="wB97M-V/def2-TZVPD" smiles=COc1ccc(C2([NH2+]N)c3ccccc3-c3ccccc32)cc1 homo_energy_ha=-0.418 largest_force_ev_per_a=3.4 gap_ev=8.02 e_tot_ev=-26067.903 charge=+1
C -0.8492 5.5767 2.2607
O -0.8095 4.2207 2.8735
C -0.4131 3.1231 2.1281
C -0.5820 1.9033 2.7983
C -0.4068 0.7168 2.1343
C 0.0706 0.6668 0.7797
C 0.3972 -0.6425 0.1258
N 1.6365 -1.1720 1.0772
N 2.2606 -2.4138 0.7672
C 1.0090 -0.6168 -1.2430
C 1.7321 0.3634 -1.8880
C 2.1501 0.0999 -3.1974
C 1.6853 -1.0246 -3.9519
C 0.7366 -1.8702 -3.3405
C 0.3754 -1.6783 -2.0047
C -0.6369 -2.2855 -1.2134
C -1.5279 -3.3287 -1.5332
C -2.5358 -3.6902 -0.6041
C -2.6967 -2.8993 0.5563
C -1.8470 -1.8287 0.8616
C -0.7140 -1.6434 0.0981
C 0.1269 1.8938 0.1080
C -0.0829 3.1324 0.7644
H -1.1082 6.1960 3.1287
H 0.1407 5.8325 1.8602
H -1.6268 5.6525 1.4837
H -0.9105 1.9155 3.8411
H -0.6332 -0.2175 2.6971
H 1.1588 -1.2082 1.9603
H 2.2556 -0.4015 0.9662
H 1.6261 -3.1701 1.0143
H 2.5072 -2.4483 -0.2194
H 1.9808 1.3523 -1.4939
H 2.9178 0.7334 -3.7047
H 2.0662 -1.2410 -4.9567
H 0.3574 -2.7371 -3.8858
H -1.3692 -3.9253 -2.4383
H -3.1620 -4.5921 -0.7764
H -3.4882 -3.1976 1.2716
H -2.1057 -1.1668 1.6558
H 0.3458 1.9662 -0.9451
H -0.0313 4.0541 0.1841

[9]
45
Properties=species:S:1:pos:R:3 method="wB97M-V/def2-TZVPD" smiles="COc1ccc2ccccc2c1[C@@H]1CC(=O)N2CN(C)CSC2=C1C#N" homo_energy_ha=-0.296 largest_force_ev_per_a=1.2 gap_ev=8.55 e_tot_ev=-40448.585
C -0.4454 -3.1836 -1.3968
O -0.5443 -1.8075 -1.1139
C -1.7470 -1.3044 -0.6966
C -2.9584 -1.9936 -0.8773
C -4.1352 -1.4279 -0.4826
C -4.1682 -0.1420 0.0859
C -5.3912 0.4515 0.4615
C -5.4288 1.7060 0.9978
C -4.2339 2.4183 1.1724
C -3.0329 1.8667 0.8248
C -2.9479 0.5648 0.2783
C -1.7279 -0.0565 -0.0896
C -0.3889 0.5969 0.1616
C 0.2289 1.1007 -1.1479
C 1.6047 1.6794 -0.9335
O 2.0113 2.6805 -1.4753
N 2.3979 0.9612 -0.0629
C 3.7300 1.4294 0.2328
N 4.7690 0.4792 -0.1558
C 5.9904 0.7209 0.5834
C 4.3144 -0.8588 -0.1331
S 3.1533 -1.2099 1.2923
C 1.9168 -0.1394 0.6390
C 0.5963 -0.3633 0.7951
C 0.1225 -1.4608 1.5255
N -0.2913 -2.3578 2.1122
H -0.9783 -3.4481 -2.3158
H -0.8153 -3.7855 -0.5625
H 0.6178 -3.3781 -1.5336
H -2.9593 -2.9737 -1.3262
H -5.0637 -1.9641 -0.6132
H -6.3014 -0.1108 0.3098
H -6.3674 2.1571 1.2828
H -4.2675 3.4166 1.5838
H -2.1408 2.4580 0.9620
H -0.5114 1.4414 0.8484
H 0.3188 0.2611 -1.8431
H -0.3999 1.8634 -1.6083
H 3.7930 1.6269 1.3191
H 3.8772 2.3640 -0.3180
H 6.2816 1.7597 0.4400
H 5.8754 0.5275 1.6587
H 6.7748 0.0800 0.1867
H 5.1399 -1.5604 -0.0401
H 3.7322 -1.0851 -1.0282